Entry 1:
47
Properties=species:S:1:pos:R:3 method="wB97M-V/def2-TZVPD" e_tot_ha=-1979.66595 e_homo_ev=-7.57 fmax_ha_per_bohr=0.10622
C 0.180 2.708 1.722
C 1.224 2.206 0.698
C 0.701 1.201 -0.347
B 1.634 1.237 -1.665
C 3.051 1.923 -1.758
O 1.150 0.599 -2.804
O -0.461 1.903 -0.868
C -1.406 1.036 -1.305
O -2.182 1.269 -2.120
C -1.184 -0.252 -0.508
C -1.515 -1.366 -1.547
P -2.661 -0.288 0.677
C -3.814 -1.668 0.325
C -3.556 1.320 0.712
C 0.272 -0.246 0.116
C 1.018 -1.478 -0.430
C 2.449 -1.814 0.068
C 2.488 -3.027 1.024
Cl 3.379 -0.473 0.828
P 0.044 -0.600 1.930
O -0.460 -1.974 2.147
H 0.473 2.339 2.704
H -0.822 2.344 1.547
H 0.218 3.784 1.808
H 1.530 3.077 0.132
H 2.107 1.868 1.226
H 3.421 1.834 -2.775
H 3.762 1.571 -1.021
H 2.895 2.992 -1.602
H 1.797 -0.095 -3.004
H -1.466 -2.334 -1.058
H -0.782 -1.355 -2.348
H -2.464 -1.185 -2.020
H -4.199 -1.695 -0.691
H -4.668 -1.520 0.981
H -3.361 -2.616 0.579
H -3.029 2.007 1.357
H -4.500 1.118 1.213
H -3.807 1.755 -0.254
H 1.051 -1.501 -1.506
H 0.413 -2.332 -0.150
H 3.026 -2.113 -0.794
H 3.300 -2.902 1.728
H 1.526 -3.214 1.489
H 2.718 -3.904 0.424
H 1.281 -0.500 2.603
H -0.772 0.362 2.542

Entry 2:
10
Properties=species:S:1:pos:R:3 method="wB97M-V/def2-TZVPD" e_tot_ha=-1395.28772 e_homo_ev=-2.13 fmax_ha_per_bohr=0.02602 charge=-1
O 2.033 -0.099 2.285
H 2.458 -0.952 2.200
C 2.517 0.384 -0.878
C 1.606 1.393 -0.950
O 0.468 1.476 -0.256
H 2.206 -0.624 -0.575
H 3.455 0.472 -1.430
H 1.646 2.068 -1.820
Yb -1.924 0.981 -1.009
Li 0.676 0.825 1.601

Entry 3:
16
Properties=species:S:1:pos:R:3 method="wB97M-V/def2-TZVPD" e_tot_ha=-594.65709 e_above_lowest_kcal_mol=23.84 e_homo_ev=-8.55 fmax_ha_per_bohr=0.04640
C -0.837 1.653 2.689
C -0.602 0.610 1.612
C 0.203 0.650 0.527
C 0.553 -0.520 -0.391
S -0.069 -0.086 -2.111
C 0.445 -1.581 -3.015
H -1.923 1.802 2.728
H -0.404 1.361 3.624
H -0.358 2.578 2.342
H -1.148 -0.319 1.759
H 0.736 1.588 0.321
H 0.102 -1.473 0.010
H 1.617 -0.716 -0.435
H 0.146 -1.315 -4.000
H -0.028 -2.551 -2.749
H 1.565 -1.681 -2.910

Entry 4:
75
Properties=species:S:1:pos:R:3 method="wB97M-V/def2-TZVPD" e_tot_ha=-8708.88197 e_above_lowest_kcal_mol=34.28 e_homo_ev=-15.15 fmax_ha_per_bohr=0.00677 charge=+3
Rh -1.567 0.611 0.366
C -2.387 3.808 -2.366
C -1.945 2.925 -1.246
N -2.052 1.638 -1.260
N -2.598 0.955 -2.324
C -2.843 -0.373 -2.195
N -3.429 -0.992 -3.201
S -2.396 -1.227 -0.783
C -1.364 3.463 0.008
C -1.102 4.803 0.202
C -0.526 5.215 1.403
C -0.221 4.270 2.360
C -0.515 2.935 2.104
N -1.086 2.545 0.970
H -2.268 3.335 -3.341
H -1.802 4.722 -2.390
H -3.435 4.090 -2.237
H -2.960 1.491 -3.101
H -3.700 -0.530 -4.057
H -3.623 -1.980 -3.132
H -1.339 5.532 -0.557
H -0.320 6.263 1.573
H 0.235 4.543 3.301
H -0.284 2.161 2.824
C 4.712 -2.240 -4.170
Ge 3.472 -1.689 -2.785
C 4.363 -0.957 -1.211
C 2.196 -0.368 -3.491
C 2.383 -3.247 -2.252
Se 1.073 -2.879 -0.849
C 2.241 -3.333 0.646
H 5.267 -1.380 -4.544
H 4.184 -2.696 -5.007
H 5.429 -2.962 -3.780
H 4.965 -0.098 -1.507
H 5.031 -1.691 -0.760
H 3.647 -0.625 -0.455
H 2.653 0.620 -3.546
H 1.310 -0.320 -2.854
H 1.870 -0.648 -4.493
H 2.983 -4.066 -1.855
H 1.836 -3.642 -3.108
H 3.206 -2.854 0.497
H 2.358 -4.413 0.689
H 1.809 -2.977 1.577
C -1.178 -3.112 2.075
N -2.473 -2.820 2.680
C -3.298 -3.787 3.209
C -4.364 -3.154 3.748
N -4.180 -1.810 3.540
C -5.112 -0.764 3.976
C -3.034 -1.617 2.871
Se -2.370 0.133 2.540
H -0.887 -4.115 2.374
H -0.445 -2.399 2.445
H -1.227 -3.081 0.991
H -3.048 -4.833 3.172
H -5.226 -3.540 4.264
H -5.876 -1.231 4.589
H -5.576 -0.296 3.111
H -4.583 -0.024 4.571
N 0.293 0.425 -0.463
C 1.374 1.016 0.301
C 1.752 0.409 1.490
C 2.788 0.960 2.229
C 3.433 2.106 1.776
C 3.048 2.699 0.580
C 2.011 2.155 -0.164
H 0.299 0.832 -1.397
H 0.528 -0.587 -0.598
H 1.249 -0.490 1.826
H 3.104 0.489 3.150
H 4.249 2.526 2.347
H 3.568 3.576 0.217
H 1.726 2.596 -1.114

Entry 5:
13
Properties=species:S:1:pos:R:3 method="wB97M-V/def2-TZVPD" e_tot_ha=-249.44329 e_above_lowest_kcal_mol=18.79 e_homo_ev=-9.58 fmax_ha_per_bohr=0.00739
C -0.033 -1.331 1.116
C 0.316 -0.622 -0.201
C -0.808 0.102 -0.898
C -0.524 1.411 -0.873
C 0.766 1.532 -0.176
N 1.287 0.409 0.160
H -0.861 -2.039 1.025
H -0.287 -0.580 1.871
H 0.855 -1.864 1.466
H 0.777 -1.346 -0.888
H -1.656 -0.374 -1.380
H -1.091 2.232 -1.297
H 1.257 2.470 0.074

Entry 6:
76
Properties=species:S:1:pos:R:3 method="wB97M-V/def2-TZVPD" e_tot_ha=-3278.48816 e_homo_ev="1.33 / 0.07" fmax_ha_per_bohr=0.05578 charge=-2
Zn 0.064 -0.732 0.804
N -1.312 -3.248 2.992
N 2.566 -2.017 0.058
C 0.588 2.595 1.273
C 1.937 2.142 1.365
C 2.067 1.385 2.561
C 3.272 0.662 3.026
H 4.077 0.732 2.282
H 3.065 -0.405 3.206
H 3.637 1.100 3.968
C 0.814 1.401 3.232
C 0.487 0.695 4.494
H 0.402 1.398 5.338
H 1.265 -0.041 4.739
H -0.466 0.146 4.416
C -0.084 2.199 2.467
C -1.463 2.540 2.878
H -1.931 1.713 3.430
H -2.092 2.785 2.014
H -1.465 3.419 3.542
C 3.042 2.428 0.423
H 3.774 3.117 0.879
H 2.663 2.905 -0.490
H 3.589 1.519 0.130
C -0.026 3.255 0.092
H -1.064 2.921 -0.051
H 0.527 2.994 -0.823
H -0.044 4.356 0.163
C -2.288 -4.086 2.697
H -3.140 -4.096 3.381
C -2.287 -4.944 1.576
H -3.103 -5.648 1.449
C -1.209 -4.890 0.678
H -1.186 -5.497 -0.234
C -0.164 -4.020 0.960
H 0.724 -3.902 0.338
C -0.247 -3.163 2.123
C 0.541 -2.013 2.200
H 1.335 -2.008 2.953
C 1.605 -1.277 -0.437
C 3.510 -2.248 -0.917
H 4.370 -2.859 -0.706
C 3.125 -1.614 -2.073
H 3.557 -1.601 -3.059
N 1.908 -0.997 -1.773
C 1.090 -0.226 -2.648
C 1.618 0.936 -3.241
C 0.735 1.792 -3.912
H 1.113 2.746 -4.286
C -0.596 1.443 -4.137
C -1.501 2.324 -4.955
H -2.385 2.618 -4.374
H -1.855 1.815 -5.863
H -0.967 3.232 -5.252
C -1.075 0.246 -3.597
H -2.110 -0.050 -3.780
C -0.264 -0.587 -2.816
C -0.830 -1.856 -2.244
H -0.505 -2.732 -2.824
H -1.929 -1.829 -2.271
H -0.523 -2.030 -1.198
C 3.061 1.317 -3.171
H 3.576 1.090 -4.114
H 3.609 0.826 -2.365
H 3.149 2.402 -3.031
C -4.653 -0.072 -0.095
C -3.691 0.543 -0.897
C -2.354 0.550 -0.500
N -1.943 -0.109 0.608
C -2.872 -0.618 1.451
C -4.225 -0.630 1.116
H -5.703 -0.126 -0.409
H -3.933 1.013 -1.848
H -1.577 1.034 -1.106
H -2.490 -1.075 2.379
H -4.911 -1.088 1.818

Entry 7:
9
Properties=species:S:1:pos:R:3 method="wB97M-V/def2-TZVPD" e_tot_ha=-229.89675 e_above_lowest_kcal_mol=82.33 e_homo_ev=-9.85 fmax_ha_per_bohr=0.10853
C 1.821 -0.223 -1.210
C 1.043 -0.236 -0.282
C -0.020 -0.372 0.614
C -1.214 0.488 0.265
O -0.370 0.726 1.385
H 2.406 -0.006 -2.044
H -0.169 -1.555 1.152
H -1.315 1.050 -0.584
H -2.183 0.127 0.704

Entry 8:
19
Properties=species:S:1:pos:R:3 method="wB97M-V/def2-TZVPD" e_tot_ha=-601.87760 e_above_lowest_kcal_mol=106.59 e_homo_ev=-8.11 fmax_ha_per_bohr=0.10773
N -3.594 -0.793 -0.008
C -2.295 -0.360 -0.115
C -1.208 -1.174 -0.100
O -1.314 -2.482 -0.080
N 0.084 -0.644 0.079
O 1.049 -1.484 0.177
C 0.191 0.680 0.151
N -0.919 1.477 -0.061
C -2.218 1.116 -0.048
O -3.117 1.919 0.015
H -3.819 -1.769 0.019
H -4.261 -0.334 0.577
H -2.172 -2.803 -0.050
H 1.100 1.036 0.317
H -0.669 2.432 0.100
N 3.420 0.608 -0.177
H 3.811 0.673 0.720
H 3.849 1.007 -0.951
H 2.704 -0.057 -0.307

Entry 9:
94
Properties=species:S:1:pos:R:3 method="wB97M-V/def2-TZVPD" spin_multiplicity=5 e_tot_ha=-3145.47750 e_above_lowest_kcal_mol=86.98 e_homo_ev="-11.29 / -11.29" fmax_ha_per_bohr=0.07092 charge=+1
Cr -3.549 1.218 1.700
C -0.573 0.392 0.142
O -1.845 0.375 0.715
H -0.343 1.355 -0.325
H 0.192 0.235 0.907
H -0.431 -0.317 -0.678
N -2.942 -1.707 4.907
C -1.844 -1.696 4.120
C -0.649 -2.339 4.423
C -0.648 -3.212 5.508
C -1.834 -3.472 6.175
C -2.878 -2.578 5.914
H -1.847 -1.018 3.277
H 0.261 -2.269 3.845
H 0.197 -3.788 5.862
H -1.943 -4.281 6.881
H -3.685 -2.566 6.638
N 3.686 4.379 1.276
C 2.658 3.508 1.107
C 2.425 2.946 -0.132
C 3.364 3.068 -1.167
C 4.520 3.778 -0.924
C 4.655 4.327 0.330
H 1.906 3.358 1.868
H 1.479 2.469 -0.353
H 3.064 2.545 -2.066
H 5.287 3.736 -1.684
H 5.584 4.841 0.543
N -4.659 -2.906 -4.131
C -4.667 -2.500 -2.869
C -3.597 -1.900 -2.219
C -2.387 -1.722 -2.904
C -2.359 -2.210 -4.202
C -3.454 -2.863 -4.733
H -5.602 -2.470 -2.318
H -3.728 -1.451 -1.244
H -1.601 -1.216 -2.361
H -1.572 -1.900 -4.879
H -3.433 -3.213 -5.756
N -5.055 1.429 0.031
C -6.396 1.267 0.072
C -7.190 1.102 -1.058
C -6.553 0.976 -2.287
C -5.186 1.061 -2.357
C -4.468 1.300 -1.190
H -6.883 1.269 1.039
H -8.269 1.103 -1.061
H -7.195 0.861 -3.150
H -4.637 0.951 -3.281
H -3.389 1.219 -1.187
N 3.286 -1.375 -4.366
C 4.201 -0.649 -3.668
C 3.949 -0.339 -2.358
C 2.807 -0.768 -1.695
C 1.906 -1.580 -2.365
C 2.238 -1.863 -3.694
H 5.116 -0.345 -4.155
H 4.696 0.136 -1.734
H 2.695 -0.555 -0.639
H 1.061 -2.071 -1.905
H 1.414 -2.389 -4.166
N 3.848 -1.189 1.996
C 5.060 -1.379 1.449
C 5.393 -2.438 0.622
C 4.369 -3.347 0.334
C 3.094 -3.164 0.794
C 2.879 -2.032 1.598
H 5.828 -0.697 1.792
H 6.427 -2.612 0.363
H 4.638 -4.213 -0.258
H 2.332 -3.908 0.608
H 1.923 -1.798 2.051
N 1.581 1.386 6.596
C 2.729 1.637 5.952
C 2.872 1.616 4.556
C 1.732 1.393 3.783
C 0.514 1.178 4.438
C 0.497 1.175 5.829
H 3.498 1.955 6.643
H 3.855 1.795 4.144
H 1.805 1.388 2.705
H -0.419 0.987 3.925
H -0.405 0.775 6.276
N -1.130 1.246 -5.250
C -0.144 0.828 -4.441
C 0.134 1.477 -3.237
C -0.646 2.536 -2.831
C -1.727 2.945 -3.607
C -1.868 2.290 -4.822
H 0.357 -0.082 -4.741
H 0.967 1.181 -2.612
H -0.329 3.063 -1.939
H -2.316 3.787 -3.275
H -2.704 2.542 -5.463

Entry 10:
23
Properties=species:S:1:pos:R:3 method="wB97M-V/def2-TZVPD" e_tot_ha=-346.79358 e_above_lowest_kcal_mol=74.67 e_homo_ev=-13.27 fmax_ha_per_bohr=0.09726 charge=+1
C -1.584 -1.256 0.453
C -2.167 -0.028 1.016
C -0.945 0.061 -0.151
C 0.834 1.789 -0.449
C 2.175 -1.284 -0.527
C 0.176 0.726 0.363
N 0.679 0.399 1.565
N -1.298 0.316 -1.484
H -0.893 -1.731 0.968
H -2.094 -1.772 -0.307
H -3.207 0.386 0.856
H -1.841 0.258 1.976
H 1.864 2.146 -0.183
H 0.165 2.593 -0.595
H 0.864 1.249 -1.338
H 2.806 -0.418 -0.420
H 2.364 -1.926 0.332
H 2.389 -1.829 -1.369
H 0.716 -0.590 1.839
H 1.096 1.111 2.144
H -1.512 1.195 -1.829
H 1.166 -0.957 -0.772
H -1.754 -0.436 -2.089

Entry 11:
14
Properties=species:S:1:pos:R:3 method="wB97M-V/def2-TZVPD" e_tot_ha=-307.52798 e_above_lowest_kcal_mol=115.74 e_homo_ev=-8.21 fmax_ha_per_bohr=0.06923
C -1.522 0.292 -0.215
C -0.708 -0.994 -0.163
O 0.339 -0.721 0.701
C 1.643 -0.367 0.194
C 0.693 1.232 0.234
O -0.538 1.279 -0.494
H -2.277 0.313 -1.018
H -2.034 0.471 0.747
H -1.224 -1.830 0.306
H -0.342 -1.261 -1.166
H 2.322 -1.095 0.770
H 1.810 -0.696 -0.857
H 0.516 1.500 1.287
H 1.323 1.878 -0.328